(1)
Density functional theory data (ωB97M-V/def2-TZVPD) for a molecular structure, C23H26MnN7O4S3 at a distorted geometry.

Cartesian coordinates (Å):
1 Mn 0.5570 0.7448 0.2800
2 N 1.2927 -6.3795 1.4293
3 C 0.6222 -5.3835 2.0624
4 O -0.1770 -5.5645 2.9577
5 C 0.9123 -3.9829 1.5808
6 C 0.9707 -2.9661 2.5228
7 C 1.1466 -1.6704 2.0884
8 N 1.2360 -1.3497 0.7928
9 C 1.1801 -2.3264 -0.1109
10 C 1.0249 -3.6573 0.2401
11 H 1.1357 -7.3249 1.7358
12 H 2.0144 -6.1995 0.7556
13 H 0.8621 -3.1969 3.5753
14 H 1.2094 -0.8472 2.7879
15 H 1.2431 -2.0234 -1.1535
16 H 0.9537 -4.4110 -0.5363
17 O 1.4063 2.9872 -0.6432
18 S 1.9503 2.1853 -1.7267
19 O 3.3444 1.8423 -1.6062
20 N 1.0077 0.8330 -1.8221
21 C 0.4438 0.7188 -3.0620
22 S -0.4941 -0.5318 -3.5855
23 C 0.7947 1.8845 -3.9425
24 C 0.4023 2.1019 -5.2510
25 C 0.8311 3.2624 -5.8847
26 C 1.6371 4.1906 -5.2253
27 C 2.0388 3.9755 -3.9156
28 C 1.5974 2.8137 -3.3096
29 H -0.2184 1.3707 -5.7528
30 H 0.5338 3.4506 -6.9093
31 H 1.9579 5.0886 -5.7406
32 H 2.6743 4.6835 -3.3953
33 N -1.4608 4.3715 0.8387
34 C -2.1642 3.8219 -0.2146
35 C -1.7928 2.5206 -0.2542
36 N -0.8802 2.2699 0.7620
37 C -0.6975 3.4128 1.3847
38 H -1.5038 5.3272 1.1425
39 H -2.8556 4.3873 -0.8184
40 H -2.1285 1.7444 -0.9220
41 H -0.0400 3.5730 2.2244
42 C 4.3521 2.4887 1.4556
43 S 3.5372 1.0357 2.0670
44 C 4.2645 -0.1285 0.9363
45 O 2.0813 1.1925 1.6622
46 H 5.4078 2.4109 1.7205
47 H 3.9021 3.3446 1.9570
48 H 4.2063 2.5467 0.3779
49 H 5.3495 -0.0212 0.9817
50 H 3.8883 0.1047 -0.0591
51 H 3.9727 -1.1299 1.2476
52 N -4.6700 -2.8287 1.3305
53 C -3.5786 -2.0555 1.0748
54 C -3.0449 -1.9346 -0.2138
55 C -1.9362 -1.1437 -0.4174
56 N -1.3262 -0.4599 0.5608
57 C -1.8610 -0.5519 1.7858
58 C -2.9564 -1.3150 2.0904
59 H -5.0312 -3.4372 0.6193
60 H -4.9393 -3.0209 2.2769
61 H -3.4926 -2.4569 -1.0509
62 H -1.5038 -1.0580 -1.4081
63 H -1.3765 0.0305 2.5615
64 H -3.3378 -1.3437 3.1035

As for the net charge: +1. The value obtained for the largest force on an atom is 1.92 eV/A. The expectation value of S² is 0.938. Its energy relative to the best compared isomer or geometry (same formula, charge and spin) is 23.2 kcal per mole. As for the multiplicity: 2.


(2)
Density functional theory data (ωB97M-V/def2-TZVPD) for C23H26N2O5 in the gas phase.

Cartesian coordinates (Å):
1 C 6.2774 3.3658 0.1383
2 C 5.8733 3.4672 -1.3327
3 C 7.0848 3.7438 -2.2179
4 O 5.3192 2.2416 -1.7939
5 C 4.0420 1.9015 -1.4843
6 C 3.1324 2.6771 -0.7721
7 C 1.8451 2.2236 -0.5492
8 C 1.4320 0.9823 -1.0192
9 N 0.1176 0.5277 -0.8122
10 C -0.4484 -0.5116 -1.6507
11 C -1.9558 -0.4389 -1.3918
12 C -2.6211 -1.7950 -1.3860
13 O -2.0636 -2.8291 -1.1022
14 O -3.9105 -1.6925 -1.6789
15 C -4.7245 -2.8661 -1.6004
16 C -5.1645 -3.1063 -0.1418
17 O -6.2850 -2.8575 0.2413
18 N -4.1835 -3.6112 0.6250
19 C -4.2776 -3.6565 2.0748
20 C -3.5247 -2.4861 2.6556
21 C -2.1577 -2.5743 2.8885
22 C -1.4518 -1.4727 3.3422
23 C -2.1050 -0.2714 3.5633
24 C -3.4671 -0.1772 3.3303
25 C -4.1733 -1.2772 2.8745
26 C -2.0306 0.1613 0.0174
27 C -0.7243 0.9311 0.1753
28 O -0.4975 1.7349 1.0485
29 C 2.3448 0.1993 -1.7252
30 C 3.6247 0.6545 -1.9537
31 H 6.6854 4.3140 0.4778
32 H 7.0326 2.5924 0.2563
33 H 5.4225 3.1075 0.7585
34 H 5.1415 4.2770 -1.4668
35 H 7.5547 4.6786 -1.9263
36 H 6.7792 3.8081 -3.2588
37 H 7.8039 2.9353 -2.1184
38 H 3.4038 3.6468 -0.3863
39 H 1.1582 2.8385 0.0071
40 H -0.1972 -0.3334 -2.6987
41 H -0.0783 -1.5016 -1.3538
42 H -2.4632 0.2088 -2.1087
43 H -5.6021 -2.6579 -2.2124
44 H -4.1721 -3.7292 -1.9850
45 H -3.2580 -3.7207 0.2279
46 H -5.3380 -3.6046 2.3288
47 H -3.8597 -4.6048 2.4225
48 H -1.6448 -3.5098 2.7136
49 H -0.3889 -1.5494 3.5172
50 H -1.5514 0.5906 3.9012
51 H -3.9793 0.7582 3.4987
52 H -5.2333 -1.2029 2.6805
53 H -2.8907 0.8088 0.1735
54 H -2.0492 -0.6164 0.7849
55 H 2.0658 -0.7748 -2.0940
56 H 4.3320 0.0527 -2.5021

As for the SMILES: CC(C)Oc1ccc(N2C[C@@H](C(=O)OCC(=O)NCc3ccccc3)CC2=O)cc1. As for the net charge: 0. The value obtained for the largest force on an atom is 0.77 eV/A. Its energy relative to the best compared isomer or geometry (same formula, charge and spin) is 24.1 kcal per mole.


(3)
Density functional theory data (ωB97M-V/def2-TZVPD) for C23H26N2O6S in the gas phase at a distorted geometry.

Cartesian coordinates (Å):
1 C -2.0853 -4.5772 0.0129
2 C -0.9331 -3.6420 -0.1749
3 C 0.2549 -4.0789 -0.7510
4 C 1.3206 -3.2143 -0.9424
5 C 1.2099 -1.9027 -0.5269
6 S 2.5237 -0.7174 -0.7880
7 O 3.6257 -1.3907 -1.4188
8 O 1.9576 0.4268 -1.4420
9 N 2.8747 -0.3129 0.7992
10 C 3.9880 -1.0388 1.3789
11 C 5.3166 -0.3654 1.0197
12 O 5.3138 0.9969 1.3885
13 C 4.2663 1.6978 0.7546
14 C 2.9058 1.1010 1.1195
15 C 0.0565 -1.4472 0.0765
16 C -1.0217 -2.3084 0.2358
17 C -2.2578 -1.7104 0.8286
18 O -2.2958 -1.1374 1.8824
19 O -3.2940 -1.8086 -0.0168
20 C -4.4692 -1.0890 0.3425
21 C -4.2240 0.3790 0.7195
22 O -4.8108 0.8630 1.6662
23 N -3.3676 1.0847 -0.0463
24 C -2.7979 0.6372 -1.3038
25 C -2.2804 1.8254 -2.1179
26 C -1.2541 2.5350 -1.2889
27 C 0.0110 2.8757 -1.7352
28 C 0.8981 3.4992 -0.8746
29 C 0.5292 3.7637 0.4344
30 C -0.7303 3.4098 0.8896
31 C -1.6261 2.8004 0.0268
32 C -3.0167 2.4202 0.4306
33 H -2.4426 -4.5399 1.0405
34 H -1.7976 -5.5978 -0.2239
35 H -2.9106 -4.2865 -0.6350
36 H 0.3412 -5.1086 -1.0649
37 H 2.2363 -3.5373 -1.4121
38 H 3.9633 -2.0563 0.9908
39 H 3.8499 -1.0533 2.4645
40 H 6.1455 -0.8242 1.5610
41 H 5.4779 -0.4656 -0.0630
42 H 4.3454 2.7325 1.0917
43 H 4.3872 1.6521 -0.3387
44 H 2.1126 1.5874 0.5532
45 H 2.7184 1.2059 2.1925
46 H 0.0000 -0.4203 0.4033
47 H -5.1339 -1.1618 -0.5217
48 H -4.9455 -1.5537 1.2118
49 H -1.9484 -0.0358 -1.1326
50 H -3.5579 0.0906 -1.8706
51 H -3.1086 2.4999 -2.3537
52 H -1.8506 1.4636 -3.0517
53 H 0.3068 2.6500 -2.7477
54 H 1.8832 3.7676 -1.2241
55 H 1.2266 4.2434 1.1056
56 H -1.0183 3.6084 1.9114
57 H -3.1364 2.4176 1.5163
58 H -3.7316 3.1478 0.0187

As for the SMILES: Cc1ccc(S(=O)(=O)N2CCOCC2)cc1C(=O)OCC(=O)N1CCc2ccccc2C1. As for the net charge: 0. The value obtained for the largest force on an atom is 1.03 eV/A. Its energy relative to the best compared isomer or geometry (same formula, charge and spin) is 62.8 kcal per mole.


(4)
Density functional theory data (ωB97M-V/def2-TZVPD) for 2 unconnected molecules or ions with the total composition C23H26N2O7S at a distorted geometry.

Cartesian coordinates (Å):
1 O -0.5219 -0.8691 2.8807
2 C -1.2714 -1.6471 2.2976
3 C -1.8997 -2.6955 3.0430
4 C -2.7576 -3.5843 2.4240
5 C -3.4004 -4.6831 3.1936
6 C -3.3004 -4.7752 4.6005
7 C -3.8792 -5.8360 5.2998
8 C -4.5826 -6.8182 4.6163
9 O -5.1475 -7.8608 5.2871
10 C -4.7215 -6.7479 3.2274
11 O -5.4294 -7.7268 2.5728
12 C -4.1318 -5.6883 2.5243
13 O -3.0182 -3.4828 1.0641
14 C -2.4141 -2.4897 0.3202
15 C -2.6906 -2.4303 -1.0499
16 C -2.1117 -1.4467 -1.8571
17 C -1.2530 -0.5077 -1.2857
18 C -0.9670 -0.5496 0.0748
19 O -0.1316 0.3863 0.6061
20 C -1.5408 -1.5432 0.8792
21 H -1.6389 -2.7373 4.0892
22 H -2.7765 -4.0354 5.1938
23 H -3.7889 -5.9089 6.3790
24 H -5.5786 -8.4201 4.6141
25 H -5.4400 -7.5517 1.6161
26 H -4.2315 -5.6498 1.4445
27 H -3.3621 -3.1626 -1.4852
28 H -2.3269 -1.4100 -2.9217
29 H -0.7978 0.2613 -1.8983
30 H -0.0255 0.1650 1.5614
31 C 2.7029 5.6178 0.7792
32 N 3.0740 4.2120 0.6192
33 C 2.8976 3.3998 -0.4314
34 O 3.1786 2.2188 -0.2785
35 C 2.3280 3.9218 -1.7820
36 C 2.4369 2.9218 -2.9528
37 C 1.5046 1.7118 -2.8093
38 S 1.3350 0.7019 -4.3080
39 C 3.0077 0.0106 -4.4231
40 N 2.8392 5.2294 -2.2301
41 C 4.1255 5.5516 -2.3672
42 C 4.4113 6.9316 -2.9106
43 O 5.0488 4.8048 -2.0829
44 H 1.7372 5.8139 0.3114
45 H 3.4674 6.2564 0.3330
46 H 2.6300 5.8548 1.8422
47 H 3.4931 3.7510 1.4126
48 H 1.2640 4.0669 -1.5997
49 H 3.4692 2.5809 -3.0424
50 H 2.1670 3.4348 -3.8776
51 H 1.8529 1.0711 -1.9992
52 H 0.5121 2.0779 -2.5473
53 H 3.7259 0.8090 -4.6091
54 H 3.0487 -0.7063 -5.2430
55 H 3.2610 -0.4931 -3.4896
56 H 2.1626 5.9218 -2.5023
57 H 5.4904 7.0661 -2.9716
58 H 3.9790 7.0250 -3.9049
59 H 3.9868 7.6815 -2.2470

As for the SMILES: O=c1cc(-c2ccc(O)c(O)c2)oc2cccc(O)c12.CNC(=O)[C@H](CCSC)NC(C)=O. As for the net charge: 0. The value obtained for the largest force on an atom is 2.24 eV/A. Its energy relative to the best compared isomer or geometry (same formula, charge and spin) is 3.6 kcal per mole.


(5)
Density functional theory data (ωB97M-V/def2-TZVPD) for a molecular structure, C23H26N4PPtS2.

Cartesian coordinates (Å):
1 Pt 0.5372 -0.9162 -0.1170
2 C 3.8791 -1.4181 1.9940
3 C 3.3039 -0.1808 1.7938
4 C 1.9258 -0.0202 1.9804
5 C 1.1329 -1.1331 2.3476
6 C 1.7316 -2.3966 2.5310
7 C 3.0950 -2.5228 2.3678
8 P -0.6275 -0.8947 2.6935
9 C -0.9804 -0.8933 4.4069
10 C 0.0727 -0.8527 5.3427
11 C -0.2264 -0.9064 6.6867
12 C -1.5575 -0.9472 7.1028
13 C -2.6031 -0.9222 6.1777
14 C -2.3250 -0.8718 4.8309
15 C -1.4060 -2.1764 1.7390
16 C -2.4353 -3.0119 2.1797
17 C -2.9652 -3.9448 1.3026
18 C -2.5052 -4.0197 -0.0102
19 C -1.4911 -3.1777 -0.4617
20 C -0.9389 -2.2528 0.4079
21 H 4.9502 -1.5329 1.8845
22 H 3.9160 0.6712 1.5287
23 H 1.4825 0.9688 1.9372
24 H 1.1311 -3.2450 2.8379
25 H 3.5675 -3.4788 2.5610
26 H 1.1049 -0.7985 5.0192
27 H 0.5708 -0.9103 7.4174
28 H -1.7831 -0.9737 8.1610
29 H -3.6288 -0.9249 6.5197
30 H -3.1335 -0.8001 4.1132
31 H -2.7939 -2.9578 3.1989
32 H -3.7402 -4.6190 1.6430
33 H -2.9422 -4.7385 -0.6919
34 H -1.1544 -3.2511 -1.4891
35 C -0.4531 2.6304 -4.5010
36 N -0.0427 2.1633 -3.1715
37 C -0.8372 1.5799 -2.3082
38 N -2.0883 1.2799 -2.6098
39 S -0.2502 1.3052 -0.6670
40 H 0.4388 2.8589 -5.0746
41 H -1.0625 3.5306 -4.4216
42 H -1.0050 1.8512 -5.0255
43 H 0.8743 2.4225 -2.8373
44 H -2.5092 1.5559 -3.4855
45 H -2.6960 0.9052 -1.8995
46 S 2.3055 -1.0515 -1.6685
47 C 2.5111 -2.7553 -1.9793
48 N 2.3908 -3.7334 -1.0961
49 C 2.8543 -5.0240 -1.6556
50 C 2.9677 -4.6971 -3.1578
51 N 2.8664 -3.2217 -3.1567
52 H 2.2899 -3.5616 -0.1080
53 H 2.1400 -5.8162 -1.4532
54 H 3.8147 -5.2926 -1.2194
55 H 2.1498 -5.1188 -3.7377
56 H 3.9079 -5.0209 -3.5926
57 H 2.9891 -2.6471 -3.9762

As for the net charge: +3. The value obtained for the largest force on an atom is 0.88 eV/A. The expectation value of S² is 6.027. Its energy relative to the best compared isomer or geometry (same formula, charge and spin) is 5.3 kcal per mole. As for the multiplicity: 5.


(6)
Density functional theory data (ωB97M-V/def2-TZVPD) for a molecular structure, C23H26N5O5PRuSTe at a distorted geometry.

Cartesian coordinates (Å):
1 Ru 0.0199 0.6187 0.9126
2 O 2.8919 -2.6979 1.5766
3 C 2.9453 -2.7024 2.9251
4 C 3.8166 -3.5466 3.6058
5 C 3.8597 -3.5589 4.9851
6 C 3.0279 -2.7205 5.7168
7 C 2.1697 -1.8654 5.0633
8 C 2.1127 -1.8376 3.6647
9 C 1.2540 -0.8862 2.9783
10 O 1.2582 -0.8027 1.7018
11 N 0.5024 -0.0459 3.6769
12 N -0.1018 0.8451 2.9318
13 C -0.7599 1.8484 3.4754
14 C -1.1462 2.9056 2.6238
15 C -1.8545 4.0300 3.0904
16 C -2.1664 5.0431 2.2160
17 C -1.7389 4.9338 0.8929
18 C -1.0233 3.8127 0.5022
19 N -0.7440 2.8075 1.3215
20 H 3.5178 -3.3459 1.2256
21 H 4.4723 -4.1930 3.0358
22 H 4.5493 -4.2220 5.4852
23 H 3.0694 -2.7379 6.7930
24 H 1.5316 -1.1890 5.6075
25 H -0.9154 1.8763 4.5466
26 H -2.1378 4.0685 4.1296
27 H -2.7257 5.9074 2.5423
28 H -1.9544 5.7093 0.1767
29 H -0.6779 3.7130 -0.5160
30 N 2.5261 -3.9118 -3.8823
31 C 2.9881 -2.6871 -3.5384
32 S 4.4753 -2.1838 -4.1680
33 C 2.2691 -1.8799 -2.6056
34 C 1.2350 -2.4136 -1.8006
35 C 0.5895 -1.6071 -0.9059
36 N 0.8600 -0.2998 -0.7690
37 C 1.8459 0.2295 -1.5062
38 C 2.5625 -0.5083 -2.4119
39 H 3.0432 -4.4440 -4.5634
40 H 1.5538 -4.1405 -3.7572
41 H 0.9718 -3.4579 -1.8367
42 H -0.1777 -2.0228 -0.2626
43 H 2.0350 1.2886 -1.3580
44 H 3.3489 -0.0459 -2.9898
45 C -1.8923 -0.8099 -4.8024
46 C -0.9635 -0.3006 -3.7191
47 O -1.5414 -0.5297 -2.4233
48 P -1.8793 0.7018 -1.4808
49 O -0.7865 1.7043 -1.3460
50 Te -2.5461 -0.3139 0.6374
51 O -3.1461 1.3391 -2.2015
52 C -3.8533 2.4232 -1.5993
53 C -5.3070 2.3353 -2.0188
54 H -1.4029 -0.7299 -5.7701
55 H -2.8050 -0.2240 -4.8181
56 H -2.1485 -1.8491 -4.6128
57 H -0.7557 0.7658 -3.8407
58 H -0.0154 -0.8464 -3.7361
59 H -3.3947 3.3608 -1.9251
60 H -3.7621 2.3529 -0.5070
61 H -5.3702 2.3164 -3.1018
62 H -5.8542 3.1925 -1.6416
63 H -5.7547 1.4284 -1.6247

As for the net charge: +1. The value obtained for the largest force on an atom is 3.89 eV/A. The expectation value of S² is 0.796. Its energy relative to the best compared isomer or geometry (same formula, charge and spin) is 59.0 kcal per mole. As for the multiplicity: 2.